95
Properties=species:S:1:pos:R:3:lowdin_charge:R:1 method="wB97M-V/def2-TZVPD" lumo_ev="-6.3 / -6.4" homo_ev="-12.97 / -12.89" gap_ev="6.71 / 6.52" charge=+2
W -0.009 0.243 -0.091 1.202
C -3.391 0.127 1.935 -0.095
C -3.356 0.085 0.448 -0.305
C -4.500 -0.049 -0.328 0.037
C -4.065 -0.191 -1.632 -0.236
C -4.862 -0.393 -2.874 0.005
N -2.729 -0.128 -1.615 0.041
N -2.262 0.058 -0.345 -0.019
B -1.760 -0.272 -2.788 -0.524
N -1.046 1.076 -2.881 0.025
N -0.503 1.618 -1.752 -0.159
C 0.031 2.804 -2.119 -0.388
C 0.852 3.647 -1.213 -0.054
C -0.236 3.038 -3.457 0.050
C -0.910 1.912 -3.913 -0.233
C -1.438 1.625 -5.276 0.012
N -0.801 -1.430 -2.439 0.029
N -0.409 -1.577 -1.137 -0.115
C -0.020 -2.860 -0.986 -0.302
C 0.294 -3.486 0.328 -0.046
C -0.108 -3.510 -2.210 0.054
C -0.614 -2.579 -3.104 -0.234
C -0.961 -2.751 -4.542 0.009
H -4.402 0.370 2.259 0.096
H -3.151 -0.853 2.348 0.049
H -2.700 0.840 2.366 -0.020
H -5.516 -0.072 0.026 0.127
H -5.922 -0.332 -2.638 0.093
H -4.632 0.362 -3.625 0.086
H -4.667 -1.372 -3.312 0.095
H -2.331 -0.502 -3.805 0.124
H 1.071 3.136 -0.280 0.009
H 1.805 3.875 -1.692 0.106
H 0.368 4.599 -0.987 0.096
H 0.047 3.901 -4.036 0.132
H -1.108 2.399 -5.964 0.095
H -1.087 0.662 -5.644 0.086
H -2.528 1.607 -5.279 0.094
H -0.044 -2.858 1.150 0.012
H -0.236 -4.436 0.398 0.105
H 1.359 -3.699 0.443 0.078
H 0.122 -4.542 -2.411 0.131
H -0.562 -3.695 -4.904 0.095
H -2.042 -2.758 -4.687 0.093
H -0.545 -1.945 -5.146 0.088
O 6.107 -2.751 -1.929 0.022
C 5.106 -2.213 -1.598 -0.933
S 4.363 -2.402 0.028 1.021
C 3.012 -1.363 -0.322 -1.078
C 2.909 -0.799 -1.532 -1.079
S 1.696 0.395 -1.820 0.796
S 4.147 -1.149 -2.691 1.041
S 1.885 -0.873 0.902 0.522
Br -3.052 -0.654 5.405 0.784
C -2.144 -2.240 4.935 -0.725
C -2.593 -3.430 5.494 -0.109
C -1.921 -4.615 5.244 -0.046
C -0.782 -4.620 4.451 -0.054
C -0.330 -3.440 3.886 -0.151
C -1.026 -2.260 4.109 -0.659
I -0.292 -0.493 3.257 1.205
H -3.462 -3.417 6.137 0.111
H -2.280 -5.533 5.688 0.121
H -0.238 -5.539 4.281 0.118
H 0.573 -3.434 3.291 0.093
C 4.312 1.464 0.219 -0.167
Si 3.084 1.118 1.564 0.516
C 4.011 0.282 2.940 -0.184
C 2.284 2.661 2.216 -0.300
C 2.575 3.874 1.585 -0.115
C 2.206 5.082 2.162 -0.054
C 1.544 5.094 3.381 -0.058
C 1.273 3.898 4.036 -0.083
C 1.642 2.692 3.460 -0.137
H 5.107 2.027 0.720 0.070
H 3.947 2.048 -0.624 0.034
H 4.761 0.549 -0.163 0.026
H 4.753 0.991 3.320 0.061
H 4.540 -0.597 2.568 0.029
H 3.381 -0.014 3.780 0.037
H 3.123 3.888 0.651 0.100
H 2.455 6.013 1.669 0.119
H 1.268 6.036 3.837 0.119
H 0.802 3.909 5.011 0.121
H 1.473 1.776 4.013 0.053
C -1.871 3.298 2.927 -0.211
S -0.998 3.296 1.368 0.959
C -2.364 3.746 0.308 -0.185
O -0.768 1.803 1.067 -0.766
H -1.864 4.328 3.283 0.081
H -1.306 2.674 3.616 0.043
H -2.888 2.937 2.805 0.064
H -2.710 4.731 0.622 0.084
H -3.154 3.001 0.410 0.069
H -2.005 3.785 -0.718 0.051